(1)
A 3-piece molecular cluster, C3H7NO2 overall. Source: OMol25; level of theory: wB97M-V/def2-TZVPD.

The geometry in XYZ format:
```
13
Properties=species:S:1:pos:R:3:forces:R:3
N -0.7332 -1.4075 -1.2335 0.41 0.16 -0.58
C -0.7528 -0.3323 -1.8329 -0.54 -0.93 -0.96
O -0.9055 0.4939 -2.6463 0.43 -0.26 0.82
C -0.2857 1.0673 0.4011 0.83 0.63 0.67
C 0.9605 0.2579 0.6903 -0.22 0.20 -0.20
O 0.5359 -0.9596 1.2860 0.22 -0.39 0.12
H -0.4884 -1.4948 -0.2458 0.14 0.13 -0.28
H -1.9815 -0.2684 -0.3233 0.53 1.26 0.77
H -0.8588 1.2254 1.3016 -0.36 -0.13 0.06
H 0.0035 2.0366 -0.0436 -0.67 -0.59 -0.39
H 1.5846 0.0765 -0.2002 -0.33 0.00 0.08
H 1.6124 0.8157 1.3960 -0.37 -0.04 -0.14
H 1.3090 -1.5107 1.4505 -0.07 -0.03 0.05
```
Forces are in eV/Å.

Results
LUMO (spin up / spin down)	-0.33 / -0.14	eV
Kohn-Sham gap (spin up / spin down)	8.5 / 9.0	eV


(2)
A 3-piece molecular cluster, H6O3 overall. Source: OMol25; level of theory: wB97M-V/def2-TZVPD.

The geometry in XYZ format:
```
9
Properties=species:S:1:pos:R:3:forces:R:3
O 0.9873 0.7405 2.8167 1.54 -0.10 0.77
H 0.5758 0.5895 1.9657 -0.66 -0.76 -2.57
H 0.3220 1.2029 3.3263 -0.91 0.73 1.21
O 0.0987 -0.1392 0.3153 0.49 0.39 1.86
H -0.0303 -0.0171 -0.6253 -0.20 0.20 -1.54
H -0.5065 -0.8424 0.5512 -0.46 -0.52 0.01
O -0.5544 -0.2616 -2.4919 0.24 0.19 0.65
H -1.1716 -0.8526 -2.9233 -0.33 -0.15 -0.08
H 0.2792 -0.4201 -2.9348 0.30 0.02 -0.30
```
Forces are in eV/Å.

Results
LUMO (spin up / spin down)	-4.11 / -11.95	eV
net charge	+1
Kohn-Sham gap (spin up / spin down)	11.8 / 4.0	eV
multiplicity	2


(3)
CdN8O24Pb as an isolated structure. Source: OMol25; level of theory: wB97M-V/def2-TZVPD.

The geometry in XYZ format:
```
34
Properties=species:S:1:pos:R:3:forces:R:3
Cd -1.4675 -2.1105 0.3954 0.87 -0.64 -1.55
Pb 2.5741 2.1618 1.4277 -3.01 -1.41 -2.20
N -4.0330 -0.6032 -0.2895 -1.97 0.92 -2.95
O -4.7557 0.3766 -0.2884 -0.32 0.63 1.14
O -4.2859 -1.5202 -1.0653 0.21 -1.86 0.04
O -2.9867 -0.5995 0.3692 1.97 -0.32 2.35
N 4.0345 0.3259 -1.4233 -0.98 -1.91 -2.54
O 5.0128 -0.1851 -0.7344 -2.26 1.52 -1.94
O 3.2222 1.1621 -0.9364 0.25 1.54 2.43
O 3.6626 0.0207 -2.6294 3.00 -0.04 3.35
N 0.4719 -3.0247 -2.3585 5.23 2.87 -2.91
O -0.5068 -2.5997 -1.8019 -4.33 0.59 1.40
O 1.1594 -3.9073 -1.9152 0.20 -3.20 1.28
O 1.0022 -2.3559 -3.3234 -1.89 -0.81 0.26
N -0.3486 4.4253 -0.0008 -3.39 -1.60 0.27
O 0.3404 3.3773 0.1235 1.89 -1.02 1.40
O -0.0133 5.2711 -0.7813 1.71 2.58 -1.45
O -1.4974 4.4662 0.4986 1.25 0.00 0.45
N -1.4007 1.0381 -2.8874 1.11 -2.93 1.60
O -2.0029 0.7808 -3.9492 -1.76 1.56 -0.96
O -0.3328 0.4713 -2.7299 2.74 -0.33 -0.71
O -1.8370 1.5739 -1.8657 -2.34 1.96 -0.29
N 0.4047 -4.6247 1.1556 4.07 0.13 2.92
O 0.4280 -3.4128 0.8647 -1.76 2.41 -2.31
O 1.1731 -5.4202 0.6714 0.38 -1.25 -3.04
O 0.0337 -4.8806 2.2799 -3.70 -1.14 3.05
N 0.8003 -0.1441 0.6801 -4.66 1.09 -0.58
O 1.8765 -0.5653 0.7609 5.48 -1.57 0.44
O -0.0441 -0.6265 -0.0912 0.45 0.57 0.25
O 0.4397 0.8457 1.3980 1.18 1.53 0.33
N -0.3329 2.5774 4.6120 1.59 0.04 -0.80
O -0.8147 2.3954 3.4983 -0.63 0.57 -0.17
O -0.0782 1.6254 5.3398 -0.26 -2.17 1.57
O 0.1020 3.6853 4.9961 -0.32 1.66 -0.13
```
Forces are in eV/Å.

Results
LUMO	6.85	eV
net charge	-4
Kohn-Sham gap	3.4	eV


(4)
C26H45Cl3O2P2Y as an isolated structure. Source: OMol25; level of theory: wB97M-V/def2-TZVPD.

The geometry in XYZ format:
```
79
Properties=species:S:1:pos:R:3:forces:R:3
Y 0.1757 -0.0586 -0.6077 -2.99 0.04 5.03
C -1.9660 1.6166 0.2724 0.11 -1.02 0.20
C -2.3394 0.7658 -0.8146 0.96 -0.66 0.49
C -2.3379 -0.4903 1.1454 0.24 0.62 -1.53
C -2.0038 0.8394 1.4816 -0.12 0.23 -1.52
C -2.4760 -0.5654 -0.2801 0.40 0.66 0.45
C -1.8204 3.0925 0.1938 -0.04 0.75 0.00
H -1.4132 3.4228 -0.7761 -0.14 -0.07 0.22
H -1.1562 3.4886 0.9781 -0.25 -0.12 -0.23
H -2.8016 3.5871 0.3133 0.36 -0.06 -0.04
C -1.9596 1.3852 2.8518 0.33 0.21 0.85
H -1.5513 2.4033 2.8977 -0.04 -0.23 -0.08
H -1.3596 0.7601 3.5268 -0.16 0.12 -0.11
H -2.9698 1.4376 3.2873 0.19 -0.07 -0.14
C -2.7068 -1.5596 2.0782 -0.06 -0.65 0.83
H -3.7171 -1.4111 2.4780 0.00 0.06 -0.17
H -2.0157 -1.6181 2.9220 -0.52 -0.01 -0.27
H -2.6944 -2.5299 1.5818 -0.04 -0.09 0.06
C -2.8972 -1.7532 -1.0709 -0.40 -0.72 -0.55
H -3.9943 -1.7719 -1.2400 0.48 -0.06 0.07
H -2.6210 -2.7086 -0.5883 -0.19 0.46 -0.12
H -2.4175 -1.7589 -2.0705 -0.36 -0.09 0.62
C -2.8089 1.1784 -2.1594 -0.23 0.30 -0.81
H -3.8519 1.5382 -2.1848 0.28 -0.06 0.23
H -2.7641 0.3494 -2.8662 -0.14 0.06 0.16
H -2.1922 1.9672 -2.5968 -0.12 0.18 0.04
C 1.5000 0.3030 -2.5885 0.37 1.91 -2.41
C 0.4855 1.2101 -2.8291 2.08 0.03 -0.91
C -0.0351 1.4275 -4.2409 -0.16 0.65 0.04
C -0.9522 0.3273 -4.8605 -0.38 0.13 -0.18
C -1.0663 -0.9469 -4.0678 -0.27 -0.45 -0.67
C -0.0212 -1.7592 -3.8986 0.18 -0.43 -0.29
C 1.3193 -1.4444 -4.5275 -0.12 -0.37 -0.24
C 2.1614 -0.3766 -3.7822 0.51 -0.20 0.21
H 0.8319 1.5755 -4.9168 -0.29 -0.08 0.47
H -0.5715 0.0984 -5.8753 -0.20 0.07 0.46
H -0.5985 2.3845 -4.2617 0.41 -0.58 0.09
H 2.4298 0.4095 -4.5147 -0.04 -0.26 0.48
H 2.1629 0.3402 -1.6917 -0.55 0.08 -0.24
H 0.2465 2.0451 -2.1416 -0.17 -0.83 0.24
H 3.1134 -0.8418 -3.4668 -0.46 0.33 0.00
H 1.9084 -2.3796 -4.6003 -0.32 0.53 -0.05
H -0.1125 -2.7576 -3.4484 -0.19 0.62 -0.19
H 1.1431 -1.0865 -5.5644 0.14 -0.32 0.56
H -1.9555 0.7614 -4.9960 0.41 -0.22 0.05
H -2.0865 -1.2681 -3.8281 0.61 0.09 0.12
P 1.9507 2.2830 0.3504 0.25 0.13 -0.02
C 1.7979 3.0916 1.9718 -0.36 -0.02 0.32
H 2.6307 3.7862 2.1523 -0.17 -0.18 -0.23
H 1.8078 2.3361 2.7651 -0.06 0.22 -0.29
H 0.8554 3.6465 2.0343 0.15 -0.10 0.05
C 3.6731 1.6853 0.5070 0.09 -0.24 -0.06
H 4.3271 2.4678 0.9158 -0.17 -0.14 -0.19
H 4.0587 1.3606 -0.4656 0.05 0.05 0.11
H 3.6835 0.8326 1.1991 -0.01 0.29 -0.32
C 2.1383 3.7375 -0.7417 -0.06 0.11 -0.17
H 2.4483 3.4235 -1.7468 -0.01 0.11 0.18
H 2.8785 4.4390 -0.3330 -0.18 -0.17 -0.16
H 1.1690 4.2494 -0.8269 0.24 -0.06 0.03
P 1.1350 -2.8069 -0.2911 -0.15 0.01 -0.15
C 0.0243 -4.0653 -0.9775 -0.15 -0.23 -0.25
H 0.5942 -4.9512 -1.2780 -0.16 0.02 0.09
H -0.4879 -3.6555 -1.8530 -0.01 -0.24 0.25
H -0.7354 -4.3436 -0.2380 0.18 0.05 -0.12
C 2.6160 -2.9591 -1.3361 0.24 -0.14 -0.11
H 2.3638 -2.7859 -2.3879 0.05 -0.13 0.17
H 3.0425 -3.9601 -1.2126 0.05 0.14 -0.18
H 3.3635 -2.2160 -1.0358 -0.05 -0.14 -0.01
C 1.6817 -3.5897 1.2567 -0.03 0.14 0.34
H 1.9900 -4.6270 1.0722 -0.08 0.23 -0.06
H 0.8633 -3.5731 1.9869 0.18 -0.02 -0.17
H 2.5274 -3.0421 1.6890 -0.15 -0.05 -0.09
Cl 1.8212 -1.7574 5.2252 -0.11 0.00 -0.45
C 1.7887 -0.5441 3.9289 -0.10 -0.14 -0.30
Cl 1.3286 0.9882 4.7355 0.19 -0.22 -0.44
Cl 3.4396 -0.5049 3.2358 -0.30 0.25 0.14
C 0.7091 -0.9136 2.7843 -1.28 -0.77 -0.33
O -0.1436 -1.7029 3.2026 1.79 1.22 -0.96
O 0.7769 -0.4026 1.5682 1.01 -0.46 2.20
```
Forces are in eV/Å.

Results
LUMO	-4.00	eV
net charge	+1
Kohn-Sham gap	5.9	eV


(5)
C15H26N5ORuS as an isolated structure. Source: OMol25; level of theory: wB97M-V/def2-TZVPD.

The geometry in XYZ format:
```
49
Properties=species:S:1:pos:R:3:forces:R:3
Ru 0.0629 -0.3026 -0.5214 0.65 0.30 -0.62
C 0.7845 4.3762 0.1059 0.04 0.00 0.02
C 0.0411 3.1121 -0.2113 -0.07 0.29 0.10
O 0.5692 1.9980 -0.0509 -0.20 -0.47 -0.24
N -1.2175 3.2583 -0.6484 0.03 -0.09 -0.05
C -2.0727 2.1472 -1.0339 0.11 -0.20 0.20
C -2.5804 1.3735 0.1627 -0.12 0.16 -0.02
C -3.7574 1.7370 0.7964 0.06 -0.04 0.01
C -4.1738 1.0395 1.9199 -0.02 0.02 -0.02
C -3.3878 0.0010 2.3934 0.06 0.01 -0.03
C -2.2285 -0.3079 1.7104 -0.11 0.00 0.18
N -1.8343 0.3505 0.6119 0.41 -0.32 -0.28
H 1.8182 4.1478 0.3454 0.00 -0.02 -0.01
H 0.3288 4.8742 0.9634 -0.02 -0.03 0.00
H 0.7526 5.0669 -0.7369 -0.01 -0.01 -0.01
H -1.5850 4.1917 -0.7425 0.06 0.04 0.00
H -1.5098 1.4766 -1.6863 -0.06 0.06 -0.14
H -2.9090 2.5446 -1.6025 0.00 0.00 -0.03
H -4.3432 2.5590 0.4070 0.00 -0.01 0.00
H -5.0967 1.3047 2.4183 0.01 0.00 0.00
H -3.6634 -0.5642 3.2720 0.00 0.00 0.00
H -1.5873 -1.1044 2.0640 0.00 0.00 -0.04
C 2.1968 -0.0043 1.7227 0.15 0.10 0.24
N 2.2804 -0.4961 0.3388 -0.71 0.21 -0.29
C 3.1415 0.3697 -0.4867 0.31 0.11 0.02
C 2.7465 -1.8919 0.2898 -0.08 -0.29 0.02
C 1.6107 -2.8624 0.5679 0.24 0.08 0.07
N 0.5103 -2.6447 -0.3804 -0.45 0.60 -0.01
C 0.8149 -3.2107 -1.7037 0.07 -0.17 -0.21
C -0.7690 -3.1889 0.1019 -0.09 -0.33 0.00
H 3.1759 -0.0488 2.2114 -0.01 -0.03 -0.05
H 1.5003 -0.6072 2.3073 0.02 -0.04 -0.03
H 1.8558 1.0273 1.7256 -0.02 0.00 -0.04
H 4.1801 0.3249 -0.1433 -0.03 -0.06 0.03
H 2.7992 1.3970 -0.4197 -0.04 0.00 0.01
H 3.1039 0.0452 -1.5260 -0.02 -0.03 0.02
H 3.5427 -2.0513 1.0229 0.04 0.05 -0.04
H 3.1721 -2.0798 -0.6947 0.00 0.04 -0.01
H 1.2348 -2.7091 1.5801 -0.05 -0.05 0.00
H 1.9849 -3.8889 0.5030 -0.05 -0.02 0.03
H 0.9538 -4.2945 -1.6337 0.00 0.03 0.08
H 1.7193 -2.7708 -2.1174 -0.04 0.04 0.00
H -0.0077 -3.0172 -2.3889 0.00 0.03 0.03
H -0.8006 -4.2800 0.0155 0.05 0.02 0.01
H -1.5934 -2.7910 -0.4957 0.02 -0.01 0.01
H -0.9208 -2.9384 1.1500 0.03 0.05 -0.02
S -0.7665 -0.1819 -5.1942 0.20 -0.01 0.57
C -0.2455 -0.2228 -3.7033 -0.27 0.07 -1.14
N 0.1692 -0.2631 -2.5858 -0.09 -0.08 1.70
```
Forces are in eV/Å.

Results
LUMO (spin up / spin down)	-5.71 / -9.23	eV
net charge	+2
Kohn-Sham gap (spin up / spin down)	9.5 / 5.8	eV
multiplicity	6


(6)
C26H43Cl3N3O3SiSm as an isolated structure. Source: OMol25; level of theory: wB97M-V/def2-TZVPD.

The geometry in XYZ format:
```
80
Properties=species:S:1:pos:R:3:forces:R:3
C -5.5556 -1.1178 0.5285 -1.04 0.44 -0.32
C -4.2127 -1.6167 0.0493 -0.57 -0.60 -0.14
H -6.3665 -1.8713 0.4829 0.70 -0.09 -0.24
H -5.9533 -0.3173 -0.0966 0.10 0.38 0.16
H -5.6116 -0.8105 1.5667 0.53 0.34 0.04
C -4.3149 -2.6206 -0.8557 0.58 0.38 0.97
C -5.5196 -2.9387 -1.6955 -0.40 -0.46 0.21
H -3.5447 -3.3721 -0.8782 0.67 0.24 -0.62
H -5.9109 -2.0272 -2.1936 0.22 -0.67 0.10
H -6.3577 -3.3752 -1.1057 0.41 0.31 -0.21
H -5.2297 -3.7352 -2.4135 -0.31 0.75 0.13
Sm 2.0788 1.6047 -0.3909 0.41 0.27 -0.57
Cl 1.7288 0.8553 2.2349 0.31 -0.05 -0.18
Cl 1.4874 3.7937 -1.7736 0.42 0.03 0.08
C 3.2429 -1.3188 0.3233 -0.98 -0.36 0.43
O 3.3500 -0.3735 -0.4939 0.39 -1.02 0.59
N 3.3162 -2.6158 -0.0029 0.94 0.77 -0.23
C 3.7705 -2.9569 -1.3657 -0.25 -0.40 0.74
C 3.4337 -3.6310 1.0558 0.16 0.31 -0.18
H 2.9329 -1.1409 1.3855 0.38 0.12 -0.70
H 3.3714 -2.2102 -2.0579 0.16 -0.24 0.10
H 3.3543 -3.9583 -1.5571 0.31 0.38 -0.31
H 4.8772 -2.9743 -1.3994 -0.54 -0.05 -0.14
H 2.8292 -3.3307 1.9178 0.12 -0.05 -0.21
H 4.4856 -3.7601 1.3735 -0.43 0.03 -0.18
H 3.0610 -4.5796 0.6657 -0.01 0.10 0.10
H -2.1968 0.5891 -2.2481 0.10 0.11 -0.15
H -1.9231 -2.1200 -3.9520 0.22 0.32 -0.21
C -1.6927 0.7671 -3.2043 0.02 -0.25 -0.10
C -1.3053 -1.3588 -4.4683 0.14 -0.26 0.39
N -0.7941 -0.3422 -3.5243 0.77 -0.50 -0.42
H -1.1405 1.7030 -3.1499 -0.04 -0.01 0.02
C 0.5009 -0.4552 -3.1458 1.23 1.76 0.48
O 1.2598 0.4152 -2.6459 -1.24 -1.64 -1.08
H -0.4555 -1.8624 -4.9717 -0.56 0.27 0.30
H 0.9296 -1.4470 -3.3539 -0.17 0.03 -0.18
H -2.4386 0.7730 -3.9999 0.02 0.35 0.06
H -1.9332 -0.8708 -5.2300 0.35 -0.14 0.27
O -2.5808 0.2434 0.8458 -0.59 -3.10 -1.14
C -2.9505 -1.2026 0.8481 -0.09 0.98 0.83
C -1.3362 -2.1495 -0.8310 0.45 -0.46 0.24
C -1.7375 -2.0379 0.5033 -0.83 -0.23 -0.53
H -1.7767 -1.5146 -1.5996 0.23 -0.13 0.37
C -0.4156 -3.1472 -1.1752 -0.05 0.54 -1.17
H -3.2389 -1.4522 1.8797 0.26 0.22 0.03
C -1.1880 -2.8966 1.4531 0.09 0.49 -0.01
H -0.0571 -3.2290 -2.2183 -0.43 -0.01 0.57
C 0.0914 -4.0255 -0.2406 0.69 0.01 0.03
C -0.2478 -3.8366 1.0892 0.32 -0.54 0.14
H -1.4572 -2.8261 2.5004 -0.15 0.16 -0.06
H 0.8102 -4.7997 -0.5546 -0.41 0.40 0.27
H 0.2344 -4.4250 1.8598 -0.15 -0.19 0.01
Si -2.7972 1.7257 1.4391 0.92 2.87 -0.98
Cl -0.2382 1.1746 -0.5195 -2.17 -0.41 0.70
C -2.5405 3.3009 0.2324 -0.82 -0.17 -0.38
C -1.5401 2.3639 2.6759 -0.11 -0.31 0.79
C -4.5786 1.7689 1.9449 -0.33 -0.64 0.57
H -1.7232 3.3267 -0.5056 -0.22 -0.47 0.37
H -2.3577 4.2082 0.8342 -0.10 -0.52 0.23
H -3.4454 3.5819 -0.3252 -0.07 -0.28 -0.11
H -5.1431 1.7200 0.9876 0.07 0.27 0.77
H -4.7877 2.6727 2.5439 -0.26 -0.39 -0.40
H -4.8251 0.8374 2.5356 0.14 1.14 -0.43
H -0.5963 1.8148 2.7496 -0.30 -0.07 0.04
H -2.0348 2.3970 3.6481 0.20 -0.22 0.40
H -1.2894 3.4121 2.4716 -0.09 -0.37 -0.22
C 7.0275 5.0363 2.6468 0.17 0.27 0.10
C 5.8130 4.3745 2.0607 -0.25 -0.24 -0.05
C 5.5614 3.0208 2.3377 -0.52 0.03 -0.69
C 4.5143 2.3804 1.6737 0.35 0.58 -0.01
N 3.7384 3.0318 0.7790 0.24 0.21 0.62
C 3.8943 4.3527 0.5930 0.44 -0.15 0.41
C 4.9200 5.0595 1.2233 0.11 -0.67 -0.06
H 7.0809 4.8908 3.7345 -0.07 0.04 -0.26
H 7.9543 4.6171 2.2232 -0.35 0.07 0.06
H 7.0209 6.1108 2.4364 0.04 -0.18 0.10
H 6.1893 2.4604 3.0213 -0.04 0.08 -0.03
H 4.2556 1.3283 1.8630 0.23 0.60 -0.11
H 3.1737 4.8284 -0.0764 0.30 -0.17 0.09
H 5.0507 6.1105 1.0013 0.01 0.00 0.10
```
Forces are in eV/Å.

Results
LUMO (spin up / spin down)	0.22 / 0.22	eV
Kohn-Sham gap (spin up / spin down)	8.6 / 8.6	eV
multiplicity	6